(1)
Molecular formula: C33H33AsCl2CoNO4PS
Method: DFT, ωB97M-V/def2-TZVPD

Charge = +1
LUMO level (alpha / beta) = -3.4845 / -3.7904 eV
Frontier orbital gap (alpha / beta) = 6.773 / 6.479 eV
Energy above the lowest of the compared OMol25 structures with the same formula, charge and spin = 0.4636 eV

Atoms and positions in Å:
1 Co 0.33 -0.10 0.65
2 Cl 1.89 -4.64 1.51
3 C 0.55 -4.10 0.56
4 C -0.29 -5.05 -0.06
5 C -1.37 -4.67 -0.80
6 Cl -2.38 -5.86 -1.54
7 C -1.67 -3.30 -0.97
8 C -2.77 -2.77 -1.68
9 C -2.95 -1.41 -1.73
10 C -2.04 -0.56 -1.09
11 N -1.00 -1.03 -0.44
12 C -0.81 -2.38 -0.36
13 C 0.30 -2.76 0.43
14 O 1.02 -1.78 0.97
15 H -0.06 -6.10 0.07
16 H -3.47 -3.44 -2.16
17 H -3.79 -0.98 -2.26
18 H -2.17 0.52 -1.12
19 S 1.39 1.46 1.60
20 C 2.84 1.88 0.62
21 C 3.86 2.61 1.23
22 C 5.00 2.91 0.50
23 C 5.14 2.50 -0.82
24 C 4.11 1.79 -1.44
25 C 2.97 1.49 -0.71
26 As 1.43 0.55 -1.34
27 C 1.94 -0.64 -2.74
28 C 2.15 -0.18 -4.03
29 C 2.58 -1.06 -5.01
30 C 2.79 -2.40 -4.70
31 C 2.58 -2.86 -3.41
32 C 2.15 -1.98 -2.42
33 C 0.32 1.89 -2.17
34 C 0.36 3.20 -1.71
35 C -0.49 4.15 -2.26
36 C -1.38 3.79 -3.26
37 C -1.43 2.49 -3.72
38 C -0.58 1.53 -3.18
39 H 3.77 2.92 2.26
40 H 5.80 3.46 0.98
41 H 6.04 2.72 -1.37
42 H 4.21 1.46 -2.46
43 H 1.99 0.86 -4.28
44 H 2.75 -0.71 -6.02
45 H 3.12 -3.09 -5.47
46 H 2.74 -3.90 -3.16
47 H 2.00 -2.34 -1.41
48 H 1.06 3.49 -0.93
49 H -0.44 5.17 -1.91
50 H -2.04 4.54 -3.68
51 H -2.12 2.21 -4.50
52 H -0.60 0.52 -3.55
53 C 0.69 0.91 5.29
54 C -0.02 -0.09 4.41
55 O -1.03 0.62 3.62
56 P -1.32 0.15 2.14
57 O -2.38 1.21 1.61
58 C -2.12 2.64 1.68
59 C -2.98 3.27 2.75
60 O -2.13 -1.20 2.19
61 C -3.30 -1.41 3.03
62 C -3.25 -2.82 3.56
63 H 1.27 0.38 6.05
64 H -0.03 1.54 5.81
65 H 1.36 1.54 4.71
66 H -0.56 -0.83 5.00
67 H 0.66 -0.60 3.74
68 H -2.34 3.03 0.69
69 H -1.05 2.81 1.87
70 H -4.04 3.13 2.52
71 H -2.77 4.34 2.80
72 H -2.77 2.83 3.72
73 H -4.17 -1.24 2.40
74 H -3.30 -0.67 3.83
75 H -3.17 -3.53 2.73
76 H -4.15 -3.04 4.12
77 H -2.39 -2.96 4.22

(2)
Molecular formula: C24H34F7N6O4S
Method: DFT, ωB97M-V/def2-TZVPD

Charge = +1
LUMO level = -5.3013 eV
Frontier orbital gap = 5.995 eV
Energy above the lowest of the compared OMol25 structures with the same formula, charge and spin = 20.7845 eV

Atoms and positions in Å:
1 C 3.83 -1.54 6.53
2 C 3.55 -0.25 5.51
3 O 4.42 0.91 5.77
4 C 4.27 1.95 4.72
5 O 5.14 2.97 4.66
6 C 3.07 1.88 3.57
7 C 3.18 3.09 2.44
8 C 1.79 3.36 1.62
9 C 1.51 2.35 0.36
10 S 1.31 0.53 0.88
11 C 2.81 2.34 -0.70
12 C 2.48 1.58 -2.09
13 C 3.42 0.20 -2.11
14 N 4.41 0.16 -3.26
15 C 4.16 -1.22 -3.91
16 N 1.10 1.18 -2.40
17 C 0.01 1.65 -1.49
18 N -1.30 1.12 -1.48
19 C -2.27 1.78 -0.54
20 C -2.06 1.40 1.06
21 O -1.36 2.21 1.91
22 C -2.71 0.05 1.79
23 C -4.38 0.02 1.80
24 C -5.26 -1.19 2.49
25 C -4.39 -2.40 3.23
26 C -2.72 -2.37 3.22
27 C -1.84 -1.15 2.50
28 C -1.55 -0.02 -2.43
29 F -0.67 -1.23 -2.17
30 F -1.36 0.34 -3.89
31 C -3.08 -0.65 -2.39
32 F -2.99 -1.92 -3.20
33 F -3.53 -1.08 -1.04
34 C -4.21 0.27 -3.13
35 F -4.33 -0.26 -4.54
36 F -3.88 1.70 -3.26
37 F -5.53 -0.01 -2.50
38 N 0.36 2.82 -0.55
39 H 3.50 -2.54 5.96
40 H 4.96 -1.65 6.83
41 H 3.14 -1.50 7.50
42 H 3.68 -0.71 4.41
43 H 2.39 0.00 5.65
44 H 3.28 0.87 2.97
45 H 1.99 1.83 4.06
46 H 3.39 4.08 3.07
47 H 4.13 2.91 1.79
48 H 1.89 4.45 1.15
49 H 0.91 3.43 2.39
50 H 0.95 0.52 2.23
51 H 3.82 1.99 -0.16
52 H 2.99 3.49 -0.95
53 H 2.92 2.26 -2.97
54 H 3.97 0.02 -1.07
55 H 2.66 -0.71 -2.21
56 H 5.37 0.05 -2.81
57 H 4.09 -2.09 -3.10
58 H 3.17 -1.23 -4.54
59 H 5.05 -1.52 -4.61
60 H 0.89 1.48 -3.39
61 H -2.25 2.98 -0.57
62 H -3.42 1.53 -0.75
63 H -4.98 0.89 1.29
64 H -6.43 -1.14 2.46
65 H -5.03 -3.25 3.75
66 H -2.21 -3.28 3.79
67 H -0.67 -1.13 2.53
68 H 0.69 3.65 -1.13
69 C -4.81 -4.56 -5.50
70 O -5.48 -4.63 -6.52
71 N -4.06 -3.49 -5.19
72 N -4.77 -5.55 -4.58
73 H -3.50 -3.41 -4.36
74 H -4.06 -2.72 -5.85
75 H -5.32 -6.37 -4.77
76 H -4.23 -5.51 -3.74

(3)
Molecular formula: C5H14
Method: DFT, ωB97M-V/def2-TZVPD

Charge = 0
LUMO level = 1.0859 eV
Frontier orbital gap = 12.244 eV
Energy above the lowest of the compared OMol25 structures with the same formula, charge and spin = 1.0821 eV
SMILES = CCC.CC

Atoms and positions in Å:
1 C 1.67 2.23 -0.26
2 C 0.59 2.04 -1.34
3 C 0.27 0.58 -1.68
4 H 1.73 3.28 0.16
5 H 1.27 1.71 0.61
6 H 2.69 2.17 -0.61
7 H 1.06 2.54 -2.21
8 H -0.33 2.57 -1.13
9 H 0.56 -0.19 -1.04
10 H 0.75 0.35 -2.63
11 H -0.80 0.58 -1.86
12 C -1.22 -1.72 2.05
13 C -1.18 -2.77 0.92
14 H -2.22 -1.60 2.51
15 H -0.60 -2.10 2.82
16 H -0.97 -0.72 1.80
17 H -2.02 -3.40 0.74
18 H -0.94 -2.18 0.00
19 H -0.29 -3.38 1.17

(4)
Molecular formula: C14H14Br2F6N2O5
Method: DFT, ωB97M-V/def2-TZVPD

Charge = 0
LUMO level = -0.0582 eV
Frontier orbital gap = 10.749 eV
SMILES = N#C[C@@H](Br)[C@H](C#N)CC(=O)Br.CCOC(=O)C(F)(F)F.CCOC(=O)C(F)(F)F

Atoms and positions in Å:
1 N -3.10 2.21 -2.59
2 C -2.22 1.52 -2.34
3 C -1.01 0.76 -2.05
4 Br 0.45 2.02 -1.75
5 C -1.21 -0.25 -0.88
6 C -2.51 -0.91 -1.05
7 N -3.50 -1.49 -1.03
8 C -1.10 0.33 0.54
9 C 0.12 -0.09 1.34
10 O 0.10 -0.17 2.52
11 Br 1.80 -0.52 0.44
12 H -0.71 0.19 -2.92
13 H -0.45 -1.03 -1.02
14 H -1.18 1.42 0.52
15 H -1.93 -0.01 1.15
16 C -1.24 -0.80 5.76
17 C -2.25 -0.89 4.64
18 O -3.31 -1.81 4.96
19 C -4.26 -1.35 5.75
20 O -4.34 -0.25 6.22
21 C -5.33 -2.44 5.97
22 F -4.77 -3.62 6.26
23 F -6.07 -2.58 4.86
24 F -6.14 -2.11 6.97
25 H -0.86 -1.79 6.01
26 H -0.41 -0.16 5.46
27 H -1.69 -0.38 6.66
28 H -1.78 -1.29 3.74
29 H -2.66 0.08 4.39
30 C 6.29 1.88 -4.62
31 C 5.33 1.73 -5.78
32 O 4.36 0.70 -5.53
33 C 3.34 1.03 -4.74
34 O 3.14 2.09 -4.23
35 C 2.38 -0.17 -4.61
36 F 3.04 -1.30 -4.35
37 F 1.69 -0.34 -5.74
38 F 1.51 0.04 -3.62
39 H 6.77 0.92 -4.40
40 H 7.06 2.61 -4.86
41 H 5.78 2.21 -3.72
42 H 5.85 1.42 -6.68
43 H 4.82 2.67 -6.00

(5)
Molecular formula: C3H8NO2
Method: DFT, ωB97M-V/def2-TZVPD

Charge = +1
LUMO level = -5.8874 eV
Frontier orbital gap = 8.103 eV
Energy above the lowest of the compared OMol25 structures with the same formula, charge and spin = 4.8981 eV

Atoms and positions in Å:
1 C -1.54 1.19 -0.16
2 C -0.20 0.79 -0.08
3 C 1.05 0.22 -0.39
4 N 2.01 -0.09 0.68
5 O -0.87 0.94 1.05
6 O -1.04 -1.70 -0.23
7 H -1.82 2.26 -0.25
8 H -2.33 0.49 -0.52
9 H 1.68 0.75 -1.19
10 H 0.86 -0.76 -0.75
11 H 2.77 -0.56 0.39
12 H -1.65 -2.19 -0.68
13 H 2.31 0.60 1.37
14 H -1.21 -1.93 0.75

(6)
Molecular formula: C5H12O2
Method: DFT, ωB97M-V/def2-TZVPD

Charge = 0
LUMO level = 0.9606 eV
Frontier orbital gap = 10.816 eV
Energy above the lowest of the compared OMol25 structures with the same formula, charge and spin = 1.1876 eV
SMILES = COC[C@@H](C)CO

Atoms and positions in Å:
1 C -2.32 -0.33 1.45
2 O -0.95 -0.40 1.10
3 C -0.69 -0.19 -0.27
4 C 0.80 -0.28 -0.56
5 C 1.05 0.14 -2.00
6 C 1.62 0.57 0.43
7 O 1.72 -0.01 1.70
8 H -2.90 0.16 0.66
9 H -2.73 -1.33 1.62
10 H -2.42 0.26 2.37
11 H -1.23 -0.92 -0.89
12 H -1.05 0.82 -0.56
13 H 1.13 -1.32 -0.41
14 H 2.09 -0.02 -2.29
15 H 0.84 1.21 -2.14
16 H 0.42 -0.41 -2.70
17 H 2.64 0.69 0.05
18 H 1.18 1.59 0.48
19 H 0.81 -0.22 1.97

(7)
Molecular formula: C32H91N5O11
Method: DFT, ωB97M-V/def2-TZVPD

Charge = 0
LUMO level = 0.5303 eV
Frontier orbital gap = 9.589 eV
Energy above the lowest of the compared OMol25 structures with the same formula, charge and spin = 1.4249 eV
SMILES = COC[C@H](C)N.COC[C@H](C)N.COC[C@H](C)N.COC[C@H](C)N.COC[C@H](C)N.CCO.CCO.CCO.CCO.CCO.CCO

Atoms and positions in Å:
1 C -0.75 2.93 -3.88
2 O -1.15 1.72 -4.58
3 C -0.09 0.82 -4.69
4 C -0.44 -0.58 -4.95
5 C 0.76 -1.54 -4.54
6 N -0.75 -0.81 -6.40
7 H 0.19 3.23 -4.35
8 H -0.51 2.77 -2.81
9 H -1.50 3.79 -3.99
10 H 0.71 1.17 -5.39
11 H 0.48 0.82 -3.72
12 H -1.30 -0.88 -4.34
13 H 1.72 -1.11 -4.88
14 H 0.69 -2.48 -5.08
15 H 0.85 -1.68 -3.51
16 H -1.22 -1.69 -6.54
17 H -1.29 -0.04 -6.76
18 C -5.46 -0.94 1.66
19 O -4.64 -1.90 2.31
20 C -4.62 -1.79 3.69
21 C -3.50 -2.64 4.31
22 C -3.65 -4.13 4.03
23 N -3.47 -2.32 5.72
24 H -6.51 -1.18 1.67
25 H -5.20 -0.95 0.58
26 H -5.39 0.06 2.03
27 H -4.55 -0.73 3.97
28 H -5.54 -2.10 4.15
29 H -2.62 -2.30 3.70
30 H -3.85 -4.39 2.99
31 H -4.35 -4.59 4.70
32 H -2.71 -4.64 4.33
33 H -2.89 -2.96 6.25
34 H -3.18 -1.33 5.74
35 C -0.48 4.92 1.50
36 O -1.09 4.41 0.30
37 C -2.39 3.99 0.52
38 C -2.98 3.52 -0.77
39 C -2.99 4.67 -1.78
40 N -4.24 2.79 -0.46
41 H 0.42 5.43 1.21
42 H -0.25 4.10 2.17
43 H -1.15 5.57 2.15
44 H -2.43 3.20 1.24
45 H -3.05 4.79 0.91
46 H -2.26 2.79 -1.17
47 H -1.95 4.99 -1.98
48 H -3.42 5.60 -1.36
49 H -3.46 4.42 -2.71
50 H -5.00 3.42 -0.26
51 H -4.50 2.22 -1.27
52 C -0.08 -5.87 0.67
53 O 1.31 -5.78 0.68
54 C 2.03 -6.95 1.04
55 C 3.50 -6.60 1.34
56 C 4.26 -6.40 0.08
57 N 4.14 -7.73 2.11
58 H -0.41 -4.98 0.10
59 H -0.56 -5.91 1.65
60 H -0.52 -6.73 0.11
61 H 1.55 -7.38 1.92
62 H 1.95 -7.67 0.23
63 H 3.51 -5.69 1.96
64 H 4.50 -7.40 -0.26
65 H 5.24 -5.81 0.21
66 H 3.67 -5.81 -0.62
67 H 3.76 -7.71 3.07
68 H 5.14 -7.62 2.06
69 C 1.81 1.72 -0.53
70 O 1.03 0.65 -0.16
71 C -0.22 1.09 0.46
72 C -1.12 -0.14 0.45
73 C -1.52 -0.69 -0.95
74 N -2.33 0.08 1.26
75 H 2.56 2.00 0.17
76 H 1.19 2.59 -0.74
77 H 2.33 1.41 -1.43
78 H -0.08 1.37 1.51
79 H -0.57 1.98 -0.16
80 H -0.58 -0.96 0.92
81 H -0.68 -0.75 -1.66
82 H -2.21 0.02 -1.46
83 H -2.02 -1.66 -0.79
84 H -2.94 0.83 0.77
85 H -2.99 -0.69 1.30
86 C 4.04 2.33 2.45
87 C 2.82 1.69 3.12
88 O 3.08 0.41 3.71
89 H 4.35 1.72 1.57
90 H 4.86 2.54 3.13
91 H 3.75 3.32 2.05
92 H 2.00 1.58 2.42
93 H 2.46 2.29 3.97
94 H 3.04 -0.21 3.01
95 C 1.47 5.63 -2.57
96 C 2.76 4.83 -2.36
97 O 2.60 3.54 -2.88
98 H 1.03 5.45 -3.60
99 H 1.62 6.72 -2.48
100 H 0.69 5.37 -1.86
101 H 3.06 4.80 -1.29
102 H 3.61 5.34 -2.88
103 H 3.52 3.14 -2.87
104 C -0.24 0.20 4.18
105 C -0.94 1.58 4.16
106 O -2.32 1.51 3.72
107 H -0.12 -0.35 3.22
108 H -0.89 -0.49 4.77
109 H 0.73 0.31 4.66
110 H -0.40 2.30 3.52
111 H -0.86 1.77 5.23
112 H -2.32 0.89 3.00
113 C 6.97 2.84 -0.04
114 C 6.04 2.24 -1.03
115 O 5.61 3.31 -1.92
116 H 7.88 3.23 -0.59
117 H 7.37 2.05 0.61
118 H 6.50 3.67 0.52
119 H 5.11 1.94 -0.55
120 H 6.47 1.36 -1.52
121 H 6.41 3.55 -2.41
122 C 2.65 -2.94 -0.82
123 C 2.10 -2.86 0.62
124 O 2.30 -1.53 1.18
125 H 2.39 -3.94 -1.23
126 H 3.74 -2.82 -0.82
127 H 2.17 -2.16 -1.47
128 H 2.73 -3.51 1.21
129 H 1.06 -3.14 0.70
130 H 1.87 -0.88 0.60
131 C -5.19 -1.01 -2.46
132 C -4.16 -0.42 -3.50
133 O -3.79 0.87 -2.95
134 H -5.35 -2.09 -2.55
135 H -6.10 -0.46 -2.72
136 H -4.83 -0.75 -1.42
137 H -4.54 -0.45 -4.53
138 H -3.22 -1.00 -3.48
139 H -3.25 1.39 -3.49

(8)
Molecular formula: C11H16AlClO2V
Method: DFT, ωB97M-V/def2-TZVPD

Charge = -2
LUMO level (alpha / beta) = 4.3211 / 4.3206 eV
Frontier orbital gap (alpha / beta) = 3.454 / 4.625 eV
Spin multiplicity = 4
Energy above the lowest of the compared OMol25 structures with the same formula, charge and spin = 3.4251 eV

Atoms and positions in Å:
1 Al 0.82 -1.57 -5.24
2 Cl 1.24 -3.00 -3.66
3 C 1.75 0.22 -4.96
4 C -1.12 -1.22 -5.00
5 H 1.56 0.79 -5.88
6 H 1.52 0.96 -4.17
7 H 2.84 0.12 -4.92
8 H -1.52 -0.34 -5.51
9 H -1.60 -1.18 -4.02
10 H -1.54 -2.11 -5.49
11 V -1.13 -0.47 -0.05
12 C -2.48 -2.14 -0.50
13 C -0.29 0.89 -1.02
14 H -3.53 -1.82 -0.58
15 H -2.24 -2.74 -1.39
16 H -2.43 -2.83 0.36
17 H -0.61 1.24 -2.05
18 H 0.74 0.54 -1.26
19 O -1.55 0.59 1.62
20 C -0.46 0.07 2.13
21 O -0.01 -1.02 1.55
22 C 0.21 0.72 3.26
23 C 1.50 0.29 3.62
24 C 2.09 0.82 4.77
25 C 1.42 1.80 5.51
26 C 0.14 2.27 5.12
27 C -0.45 1.76 3.96
28 H 2.02 -0.45 3.00
29 H 3.06 0.45 5.11
30 H 1.88 2.27 6.39
31 H -0.43 3.00 5.71
32 H -1.41 2.11 3.57